No. 1
The following is a quantum chemistry calculation of a structure of composition C41H64ClN5NdO12PS3 at a distorted geometry, from the Open Molecules 2025 dataset.

Its multiplicity is 4. As for the expectation value of S²: 3.752. The calculation puts the total energy at -145171.531 eV. Its largest force on an atom is 2.988 eV Å⁻¹. As for the net charge: 0. The calculation puts the HOMO-LUMO gap at 8.1 eV.

Element x y z (Å)
Nd: -1.116 -0.110 -0.044
O: -5.864 -2.731 2.327
C: -6.263 -2.031 1.254
C: -7.631 -1.952 0.987
C: -8.101 -1.241 -0.099
C: -7.217 -0.593 -0.952
C: -5.863 -0.681 -0.708
C: -5.368 -1.397 0.381
C: -3.908 -1.384 0.578
O: -3.155 -0.998 -0.379
N: -3.452 -1.766 1.751
N: -2.098 -1.520 1.963
C: -1.823 -1.601 3.213
S: -0.257 -1.195 3.851
C: -0.501 -2.186 5.379
C: -1.918 -1.938 5.832
S: -3.017 -2.155 4.375
H: -4.900 -2.587 2.443
H: -8.311 -2.448 1.661
H: -9.165 -1.185 -0.278
H: -7.585 -0.020 -1.789
H: -5.145 -0.177 -1.337
H: 0.237 -1.859 6.107
H: -0.336 -3.235 5.135
H: -2.045 -0.921 6.201
H: -2.242 -2.645 6.594
O: 0.564 -0.012 -1.879
H: 0.951 0.882 -1.967
H: -0.031 -0.130 -2.640
O: 0.315 2.006 0.246
H: 0.130 2.435 1.094
H: -0.032 2.657 -0.427
O: -1.186 -2.506 -1.248
H: -1.219 -2.317 -2.196
H: -2.124 -2.443 -0.969
O: -1.469 1.085 2.024
Cl: -2.606 1.868 1.577
O: -3.745 1.491 2.294
O: -2.279 3.230 1.754
O: -2.767 1.606 0.181
S: 2.478 2.665 -2.200
C: 2.692 4.201 -1.604
N: 1.610 4.945 -1.230
C: 1.710 6.173 -0.693
C: 2.925 6.773 -0.537
C: 4.080 6.063 -0.938
C: 3.966 4.806 -1.447
H: 0.682 4.521 -1.351
H: 0.784 6.635 -0.390
H: 3.002 7.757 -0.110
H: 5.051 6.520 -0.822
H: 4.828 4.230 -1.743
C: -3.626 5.262 -1.587
C: -2.801 5.117 -2.860
C: -2.441 3.659 -3.170
C: -1.678 3.540 -4.525
C: -0.248 4.069 -4.491
C: -3.684 2.804 -3.355
O: -4.761 3.212 -3.708
N: -3.449 1.455 -3.199
C: -2.291 0.918 -2.664
O: -2.057 -0.295 -2.759
N: -1.419 1.728 -2.055
C: -1.548 3.054 -2.107
O: -0.846 3.766 -1.375
H: -3.867 6.310 -1.422
H: -3.081 4.890 -0.722
H: -4.558 4.712 -1.675
H: -1.877 5.688 -2.759
H: -3.364 5.516 -3.705
H: -2.256 4.086 -5.275
H: -1.649 2.488 -4.822
H: -0.213 5.099 -4.145
H: 0.168 4.030 -5.496
H: 0.387 3.462 -3.849
H: -4.214 0.815 -3.391
C: 3.874 -3.050 -3.370
C: 2.808 -3.928 -2.697
C: 1.892 -3.095 -1.797
C: 2.716 -2.091 -0.993
C: 3.342 -1.052 -1.939
C: 3.440 -1.588 -3.371
P: 1.687 -1.417 0.430
C: 2.861 -0.090 1.088
C: 2.292 0.648 2.310
C: 2.792 0.131 3.656
C: 4.313 0.097 3.701
C: 4.804 -0.856 2.623
C: 4.365 -0.370 1.245
C: 1.736 -2.901 1.603
C: 0.408 -3.678 1.473
C: 0.589 -5.181 1.679
C: 1.472 -5.447 2.894
C: 2.868 -4.827 2.705
C: 2.916 -3.866 1.513
H: 4.046 -3.393 -4.392
H: 4.823 -3.134 -2.834
H: 3.299 -4.704 -2.105
H: 2.201 -4.439 -3.447
H: 1.340 -3.757 -1.135
H: 1.159 -2.559 -2.397
H: 3.533 -2.646 -0.526
H: 4.345 -0.801 -1.594
H: 2.776 -0.125 -1.956
H: 4.159 -0.983 -3.927
H: 2.478 -1.502 -3.878
H: 2.771 0.616 0.247
H: 1.196 0.603 2.290
H: 2.588 1.698 2.236
H: 2.418 -0.876 3.839
H: 2.404 0.775 4.446
H: 4.650 -0.227 4.688
H: 4.719 1.094 3.521
H: 4.403 -1.848 2.818
H: 5.894 -0.933 2.641
H: 4.695 -1.085 0.493
H: 4.888 0.571 1.045
H: 1.777 -2.455 2.602
H: -0.055 -3.499 0.498
H: -0.292 -3.314 2.223
H: 1.041 -5.636 0.797
H: -0.389 -5.647 1.816
H: 1.559 -6.522 3.054
H: 0.992 -5.026 3.780
H: 3.614 -5.611 2.555
H: 3.148 -4.285 3.611
H: 2.885 -4.438 0.587
H: 3.861 -3.323 1.539

=====

No. 2
The following is a quantum chemistry calculation of a cluster of 3 separate species, C3H11NO4 in total at a distorted geometry, from the Open Molecules 2025 dataset.

Its multiplicity is 1. The calculation puts the total energy at -12969.077 eV. Its largest force on an atom is 2.087 eV Å⁻¹. As for the SMILES: CNCC(=O)O.O.O. As for the net charge: 0. The calculation puts the HOMO-LUMO gap at 10.7 eV.

Element x y z (Å)
C: 1.419 0.835 1.379
N: 1.151 0.304 -0.005
C: 0.250 1.182 -0.756
C: -1.183 0.757 -0.490
O: -2.043 0.354 -1.208
O: -1.453 1.015 0.840
H: 0.746 0.347 2.080
H: 1.158 1.891 1.549
H: 2.493 0.806 1.536
H: 2.089 0.373 -0.372
H: 0.328 1.069 -1.837
H: 0.295 2.250 -0.533
H: -2.330 0.737 1.125
O: -0.703 -2.586 -2.349
H: -0.498 -2.286 -1.464
H: 0.033 -2.334 -2.894
O: -0.654 -1.937 0.920
H: -1.041 -1.603 1.725
H: -0.056 -1.175 0.753

=====

No. 3
The following is a quantum chemistry calculation of a structure of composition C7H17N3O3Sn at a distorted geometry, from the Open Molecules 2025 dataset.

Its multiplicity is 1. The calculation puts the total energy at -23961.985 eV. Its largest force on an atom is 7.423 eV Å⁻¹. As for the net charge: +2. The calculation puts the HOMO-LUMO gap at 10.1 eV.

Element x y z (Å)
Sn: -1.994 0.787 -0.550
C: -2.951 -2.670 -0.072
C: -1.560 -2.031 0.093
O: -1.572 -0.909 0.477
N: -0.426 -2.764 -0.065
C: 0.941 -2.255 -0.199
H: -3.043 -3.239 -0.997
H: -3.744 -1.933 0.058
H: -3.066 -3.397 0.731
H: -0.634 -3.644 -0.515
H: 1.479 -2.344 0.745
H: 0.839 -1.170 -0.227
H: 1.641 -2.429 -1.016
O: -1.442 2.425 0.436
C: -0.368 2.510 0.942
N: 0.653 3.126 0.359
C: -0.150 1.931 2.276
H: 0.348 3.435 -0.553
H: 1.608 3.132 0.690
H: 0.740 2.255 2.815
H: 0.123 0.897 2.065
H: -1.060 2.116 2.846
O: -0.161 1.200 -0.957
C: 0.942 0.788 -1.216
N: 1.111 -0.208 -2.047
C: 2.141 1.386 -0.529
H: 2.026 -0.613 -2.182
H: 0.353 -0.847 -2.238
H: 2.097 2.475 -0.515
H: 2.980 1.031 -1.127
H: 2.149 0.960 0.474

=====

No. 4
The following is a quantum chemistry calculation of a structure of composition C32H37As2CoN5O7S2 at a distorted geometry, from the Open Molecules 2025 dataset.

Its multiplicity is 2. As for the expectation value of S²: 0.754. The calculation puts the total energy at -236542.313 eV. Its largest force on an atom is 1.262 eV Å⁻¹. As for the net charge: 0. The calculation puts the HOMO-LUMO gap (spin up / spin down) at 6.5 / 6.5 eV.

Element x y z (Å)
Co: 1.850 0.138 1.461
C: -4.079 -1.436 0.802
As: -2.248 -1.759 0.158
C: -2.473 -3.694 -0.047
C: -2.525 -1.313 -1.745
C: -3.817 -1.320 -2.274
C: -4.050 -1.122 -3.625
C: -2.975 -0.929 -4.482
C: -1.693 -0.901 -3.961
C: -1.444 -1.067 -2.597
As: 0.401 -0.773 -1.932
C: 1.364 -1.850 -3.256
C: 0.607 0.965 -2.863
H: -4.781 -2.176 0.415
H: -4.414 -0.439 0.522
H: -4.073 -1.507 1.891
H: -3.387 -3.909 -0.603
H: -2.533 -4.144 0.945
H: -1.608 -4.102 -0.562
H: -4.668 -1.484 -1.624
H: -5.064 -1.131 -4.006
H: -3.136 -0.797 -5.544
H: -0.862 -0.736 -4.637
H: 1.182 -1.524 -4.279
H: 1.079 -2.894 -3.133
H: 2.428 -1.751 -3.037
H: 0.670 0.854 -3.945
H: 1.525 1.436 -2.505
H: -0.245 1.606 -2.629
N: 0.901 -0.560 5.304
C: 0.538 -0.829 4.046
N: 1.154 0.025 3.259
C: 1.923 0.773 4.100
N: 1.790 0.458 5.361
C: 2.837 1.739 3.466
C: 3.859 2.409 4.106
N: 4.689 3.203 3.433
C: 4.510 3.294 2.122
C: 3.508 2.590 1.459
N: 2.655 1.833 2.137
H: 0.621 -1.029 6.149
H: -0.125 -1.618 3.731
H: 4.010 2.290 5.171
H: 5.182 3.938 1.570
H: 3.390 2.632 0.385
O: 5.399 -0.214 0.195
S: 4.126 -0.792 0.524
O: 2.980 -0.135 -0.183
O: 3.797 -0.793 1.963
C: 4.160 -2.498 0.045
C: 5.394 -2.964 -0.400
C: 5.557 -4.290 -0.755
C: 4.477 -5.153 -0.692
C: 3.246 -4.691 -0.262
C: 3.068 -3.368 0.133
S: 1.395 -3.095 0.759
O: 0.559 -3.378 -0.387
O: 1.264 -4.016 1.863
O: 1.268 -1.707 1.231
H: 6.213 -2.263 -0.464
H: 6.525 -4.644 -1.084
H: 4.593 -6.193 -0.970
H: 2.395 -5.357 -0.221
C: -5.645 3.800 -0.429
C: -4.186 3.526 -0.201
C: -3.767 2.783 0.903
C: -2.445 2.425 1.083
C: -2.042 1.711 2.349
C: -1.501 2.833 0.116
C: -0.127 2.304 0.152
O: 0.159 1.188 0.546
C: -1.881 3.677 -0.935
C: -0.920 4.285 -1.931
C: -3.229 3.995 -1.082
H: -6.200 3.803 0.508
H: -6.072 3.023 -1.065
H: -5.797 4.756 -0.928
H: -4.499 2.473 1.640
H: -2.916 1.555 2.980
H: -1.322 2.313 2.908
H: -1.580 0.749 2.138
H: 0.672 2.948 -0.247
H: 0.077 3.858 -1.916
H: -0.830 5.355 -1.734
H: -1.308 4.173 -2.943
H: -3.530 4.625 -1.912

=====

No. 5
The following is a quantum chemistry calculation of the ion C21H39BrClFN4O3PS with charge +1 at a distorted geometry, from the Open Molecules 2025 dataset.

Its multiplicity is 1. The calculation puts the total energy at -139909.614 eV. Its largest force on an atom is 1.617 eV Å⁻¹. As for the SMILES: CC[C@H](Br)[N@@H+]1[C@@H](C)[C@@H](COC)N(CCCCCCCSc2nnco2)[C@@](F)(P(C)C)[C@]1(O)Cl. As for the net charge: +1. The calculation puts the HOMO-LUMO gap at 8.8 eV.

Element x y z (Å)
C: -3.013 -5.417 -1.298
C: -3.028 -4.995 0.185
C: -1.700 -4.333 0.574
Br: -1.052 -5.271 2.171
N: -1.603 -2.790 0.694
C: -0.862 -2.314 1.932
C: 0.618 -2.625 1.687
C: -1.051 -0.802 2.171
C: -0.010 -0.350 3.195
O: 1.194 0.086 2.616
C: 1.979 0.805 3.547
N: -1.113 -0.107 0.883
C: -0.947 1.363 0.977
C: 0.380 1.903 0.413
C: 0.892 3.139 1.149
C: 2.394 3.380 0.889
C: 2.706 4.538 -0.068
C: 2.987 4.136 -1.518
C: 4.057 3.068 -1.673
S: 4.564 2.858 -3.415
C: 3.626 1.485 -3.874
N: 4.033 0.283 -4.083
N: 2.933 -0.447 -4.475
C: 1.946 0.368 -4.466
O: 2.279 1.608 -4.102
C: -2.370 -0.406 0.230
F: -3.423 0.312 0.781
P: -2.300 0.012 -1.636
C: -2.984 1.709 -1.791
C: -0.536 0.022 -2.108
C: -2.817 -1.956 0.422
O: -3.369 -2.417 -0.741
Cl: -3.967 -2.123 1.765
H: -2.441 -6.330 -1.443
H: -2.571 -4.628 -1.905
H: -4.025 -5.553 -1.667
H: -3.174 -5.890 0.780
H: -3.896 -4.383 0.344
H: -0.965 -4.614 -0.170
H: -0.973 -2.496 -0.061
H: -1.275 -2.782 2.816
H: 0.757 -3.520 1.086
H: 1.076 -1.795 1.151
H: 1.150 -2.783 2.617
H: -2.002 -0.655 2.696
H: -0.438 0.448 3.809
H: 0.199 -1.172 3.890
H: 2.940 1.018 3.091
H: 1.507 1.751 3.821
H: 2.137 0.229 4.462
H: -1.073 1.707 2.004
H: -1.745 1.854 0.431
H: 1.101 1.091 0.432
H: 0.210 2.173 -0.628
H: 0.350 4.003 0.763
H: 0.681 3.081 2.214
H: 2.925 3.534 1.827
H: 2.798 2.453 0.481
H: 1.864 5.231 -0.089
H: 3.554 5.114 0.300
H: 3.336 5.027 -2.042
H: 2.083 3.824 -2.044
H: 4.975 3.336 -1.154
H: 3.732 2.092 -1.323
H: 0.933 0.120 -4.725
H: -2.210 2.393 -2.134
H: -3.374 2.052 -0.835
H: -3.801 1.693 -2.501
H: 0.109 -0.350 -1.312
H: -0.406 -0.625 -2.971
H: -0.161 1.011 -2.368
H: -4.330 -2.380 -0.674

=====

No. 6
The following is a quantum chemistry calculation of a structure of composition C33H83F4Mn2NO13P2 at a distorted geometry, from the Open Molecules 2025 dataset.

Its multiplicity is 11. As for the expectation value of S²: 30.005. The calculation puts the total energy at -155760.340 eV. Its largest force on an atom is 3.393 eV Å⁻¹. As for the net charge: +2. The calculation puts the HOMO-LUMO gap (spin up / spin down) at 5.3 / 4.7 eV.

Element x y z (Å)
Mn: -3.215 -0.780 2.881
Mn: -2.751 3.507 -0.415
O: -1.605 1.860 0.143
P: -1.003 0.551 0.545
O: -1.658 -0.283 1.628
F: 0.498 0.683 1.015
F: -0.931 -0.330 -0.812
O: -3.462 1.239 3.126
P: -3.543 2.751 2.950
O: -3.334 3.318 1.532
F: -2.442 3.389 3.865
F: -4.914 3.280 3.592
C: -4.963 0.787 -2.986
C: -5.109 2.024 -2.094
C: -6.510 2.110 -1.484
O: -4.180 1.873 -0.991
H: -3.965 0.688 -3.413
H: -5.622 0.928 -3.844
H: -5.221 -0.128 -2.452
H: -4.791 2.887 -2.679
H: -7.259 2.027 -2.273
H: -6.690 3.068 -0.998
H: -6.662 1.238 -0.848
H: -4.402 1.017 -0.612
C: 0.704 -0.872 4.437
C: -0.689 -1.251 4.929
C: -0.826 -1.309 6.430
O: -1.700 -0.329 4.441
H: 1.434 -1.436 5.019
H: 0.897 0.195 4.550
H: 0.866 -1.211 3.413
H: -0.977 -2.230 4.545
H: -1.758 -1.823 6.674
H: -0.969 -0.299 6.820
H: -0.014 -1.888 6.865
H: -1.651 0.379 5.093
C: -2.246 -3.156 -4.390
C: -2.362 -2.283 -3.139
C: -3.305 -2.883 -2.122
O: -1.095 -2.251 -2.552
H: -1.576 -2.644 -5.081
H: -3.199 -3.250 -4.912
H: -1.863 -4.151 -4.166
H: -2.762 -1.301 -3.409
H: -4.341 -2.719 -2.430
H: -3.144 -2.325 -1.195
H: -3.249 -3.954 -1.931
H: -1.177 -1.604 -1.839
C: -3.833 -4.476 1.513
C: -3.766 -3.742 2.810
C: -3.538 -4.748 3.942
O: -2.665 -2.797 2.771
H: -3.011 -5.154 1.294
H: -3.880 -3.746 0.702
H: -4.809 -4.958 1.594
H: -4.630 -3.118 3.049
H: -3.281 -4.294 4.900
H: -2.664 -5.332 3.647
H: -4.342 -5.452 4.157
H: -1.818 -3.261 2.649
C: 3.427 2.564 3.116
C: 3.751 1.786 1.908
C: 3.887 0.263 2.073
O: 2.772 1.974 0.895
H: 4.338 2.875 3.630
H: 2.774 2.020 3.801
H: 2.924 3.513 2.924
H: 4.672 2.198 1.491
H: 3.724 -0.183 1.092
H: 3.119 -0.126 2.745
H: 4.863 -0.005 2.477
H: 1.971 1.509 1.166
C: -2.122 2.427 -4.423
C: -1.450 2.167 -3.044
C: 0.070 1.964 -3.227
O: -1.671 3.401 -2.343
H: -1.524 3.056 -5.080
H: -3.132 2.817 -4.298
H: -2.266 1.448 -4.885
H: -1.867 1.365 -2.438
H: 0.558 2.872 -3.594
H: 0.384 1.309 -4.039
H: 0.553 1.762 -2.271
H: -1.569 4.160 -2.926
C: -0.094 5.498 2.282
C: -0.957 5.696 1.055
C: -0.493 6.900 0.253
O: -0.913 4.545 0.171
H: 0.900 5.351 1.858
H: -0.423 4.616 2.832
H: -0.296 6.349 2.931
H: -1.981 5.792 1.420
H: -1.172 6.995 -0.597
H: 0.499 6.853 -0.198
H: -0.542 7.775 0.900
H: -0.044 4.456 -0.235
C: -0.297 -3.519 0.414
C: 0.429 -4.446 1.344
C: 1.835 -3.942 1.657
O: -0.292 -4.414 2.590
H: -0.296 -2.504 0.815
H: -1.326 -3.836 0.246
H: 0.215 -3.499 -0.547
H: 0.438 -5.492 1.034
H: 1.914 -2.872 1.848
H: 2.567 -4.143 0.870
H: 2.270 -4.575 2.433
H: 0.312 -4.501 3.333
C: 3.006 -0.518 -3.823
C: 3.382 -0.730 -2.343
C: 4.120 -2.103 -2.175
C: 5.563 -2.281 -2.558
C: 6.365 -1.149 -1.840
C: 5.777 0.227 -2.072
N: 4.326 0.325 -1.884
O: 3.793 1.620 -1.779
C: 6.429 1.135 -1.003
C: 6.142 0.712 -3.447
C: 2.123 -0.822 -1.523
H: 3.744 -0.853 -4.550
H: 2.787 0.538 -3.988
H: 2.074 -1.053 -4.015
H: 3.979 -2.479 -1.160
H: 3.629 -2.878 -2.772
H: 5.807 -2.248 -3.619
H: 5.973 -3.189 -2.116
H: 7.389 -1.217 -2.211
H: 6.474 -1.338 -0.770
H: 7.513 1.111 -1.138
H: 6.216 2.199 -1.114
H: 6.212 0.817 0.017
H: 5.717 0.126 -4.260
H: 5.809 1.748 -3.537
H: 7.219 0.759 -3.617
H: 2.354 -1.060 -0.481
H: 1.364 -1.501 -1.909
H: 1.698 0.175 -1.377
H: 3.551 1.681 -0.847

=====

No. 7
The following is a quantum chemistry calculation of a cluster of 2 separate species, C5H8 in total at a distorted geometry, from the Open Molecules 2025 dataset.

Its multiplicity is 1. The calculation puts the total energy at -5311.147 eV. Its largest force on an atom is 2.843 eV Å⁻¹. As for the SMILES: C#CC.C=C. As for the net charge: 0. The calculation puts the HOMO-LUMO gap at 10.8 eV.

Element x y z (Å)
C: -1.587 -1.464 1.388
C: -0.592 -1.677 0.780
C: 0.529 -1.889 -0.072
H: -2.592 -1.301 1.803
H: 0.216 -1.494 -1.024
H: 0.683 -2.929 -0.228
H: 1.383 -1.322 0.223
C: -0.335 2.064 -0.311
C: 0.939 2.021 -0.623
H: -0.604 1.439 0.571
H: -1.092 2.570 -0.998
H: 1.716 1.843 0.148
H: 1.333 2.139 -1.656